No. 1
Below is a cluster of 6 separate species, C9H30N6O6 in total at a distorted geometry, with properties calculated with ωB97M-V with the def2-TZVPD basis set.

Summary:
Total charge   0
SMILES string   NC(N)=O.NC(N)=O.NC(N)=O.CCO.CCO.CCO
E   -1140.81243 Ha
Orbital gap   9.1 eV
E_HOMO   -8.8907 eV
Largest force on an atom   10.9 eV/Å

Cartesian coordinates (Å):
C  2.357000  13.974000  -21.574000
C  2.772000  12.908000  -20.600000
O  2.362000  11.612000  -20.996000
H  3.016000  13.929000  -22.495000
H  2.543000  14.974000  -21.166000
H  1.321000  13.865000  -21.857000
H  2.474000  13.264000  -19.641000
H  3.854000  12.846000  -20.595000
H  1.388000  11.664000  -21.129000
C  4.143000  12.448000  -16.755000
C  5.417000  11.620000  -16.698000
O  5.162000  10.310000  -16.264000
H  3.464000  12.217000  -15.964000
H  3.670000  12.456000  -17.731000
H  4.469000  13.410000  -16.554000
H  5.973000  12.013000  -15.880000
H  6.033000  11.626000  -17.604000
H  4.471000  9.941000  -16.874000
C  9.728000  12.975000  -19.500000
C  8.718000  12.127000  -20.207000
O  7.708000  11.620000  -19.340000
H  10.603000  13.192000  -20.184000
H  10.165000  12.417000  -18.686000
H  9.322000  13.964000  -19.215000
H  9.077000  11.284000  -20.819000
H  8.206000  12.761000  -20.885000
H  6.990000  11.259000  -19.899000
C  4.069000  16.451000  -17.672000
O  3.303000  17.104000  -16.707000
N  5.262000  16.896000  -17.835000
N  3.735000  15.380000  -18.278000
H  5.590000  17.644000  -17.246000
H  5.843000  16.561000  -18.658000
H  2.757000  14.921000  -18.100000
H  4.493000  14.802000  -18.776000
C  7.881000  15.351000  -16.628000
O  8.488000  16.018000  -17.633000
N  8.613000  14.678000  -15.775000
N  6.598000  15.245000  -16.381000
H  9.656000  14.692000  -16.023000
H  8.227000  14.053000  -14.993000
H  5.959000  15.818000  -16.961000
H  6.220000  14.632000  -15.654000
C  6.304000  14.805000  -20.083000
O  5.831000  14.348000  -21.312000
N  6.877000  15.938000  -19.753000
N  6.151000  14.093000  -18.955000
H  7.013000  16.446000  -20.629000
H  7.704000  15.863000  -19.147000
H  6.185000  13.135000  -19.203000
H  6.508000  14.230000  -18.067000

Atomic forces in eV per Å
C 1.56 0.46 -1.47
C 1.01 0.17 -1.17
O -1.50 0.16 0.36
H -0.96 -0.10 0.85
H -0.24 -0.15 0.08
H -0.42 0.11 -0.10
H -0.69 -0.51 1.26
H 0.29 0.15 0.11
H 0.97 -0.28 0.07
C 0.62 -0.89 -1.00
C -0.82 -0.31 0.30
O -1.16 -1.46 -1.14
H -0.49 -0.56 0.42
H -0.28 -0.21 -0.07
H 0.26 2.32 0.13
H 0.98 0.51 0.52
H -0.16 0.17 0.07
H 0.99 0.28 0.92
C 1.28 0.27 -0.75
C -0.60 -0.41 -0.92
O -0.73 -0.41 0.46
H -1.03 -0.24 0.49
H 0.01 0.13 0.64
H 0.14 -0.67 0.25
H 0.60 0.29 0.43
H -0.41 0.77 -1.11
H 0.71 0.12 0.35
C -6.15 5.05 7.45
O 2.87 -3.24 -4.42
N 3.94 1.39 -2.13
N -2.83 -5.19 -2.39
H -0.37 0.29 -0.25
H -0.59 1.12 1.00
H 2.83 1.59 -0.38
H -1.88 0.92 1.04
C 2.66 1.94 -2.91
O -2.63 -2.34 3.63
N 3.92 -2.03 1.86
N -2.03 -0.13 0.00
H -2.30 -0.32 0.93
H 1.04 1.57 -1.93
H 0.13 -0.18 0.69
H 0.49 0.60 -0.42
C -2.42 -3.79 -4.96
O 2.65 2.75 6.67
N 1.27 2.71 -3.76
N -1.63 -3.08 -2.58
H 0.28 0.51 0.51
H 0.03 0.34 0.60
H -0.37 -1.24 0.16
H 1.15 1.07 1.59


No. 2
Below is a structure of composition C9H31FN11O6V at a distorted geometry, with properties calculated with ωB97M-V with the def2-TZVPD basis set.

Summary:
Total charge   +2
E   -2458.69729 Ha
Multiplicity   3
Orbital gap (spin up / spin down)   3.9 / 5.2 eV
E_HOMO (spin up / spin down)   -13.9331 / -13.9383 eV
⟨S²⟩   2.031
Largest force on an atom   7.4 eV/Å

Cartesian coordinates (Å):
V  1.027772  1.883713  -0.254722
F  0.855122  -0.119477  0.363708
C  -1.809268  0.096123  -2.122342
C  -0.464648  0.556823  -2.812152
C  -0.563628  0.655383  -4.326382
O  -1.451588  1.747243  -4.683002
C  -1.236638  2.159723  -6.013602
N  -0.157268  1.867583  -2.184572
H  -1.664418  -0.078787  -1.056262
H  -2.191078  -0.860797  -2.478202
H  -2.718918  0.695503  -2.159212
H  0.308792  -0.200457  -2.684042
H  -1.094928  -0.238597  -4.652902
H  0.423422  0.713913  -4.785092
H  -0.167308  2.207493  -6.219422
H  -1.615578  3.167163  -6.185602
H  -1.726878  1.488523  -6.718772
H  0.498142  2.259093  -2.845822
H  -1.004398  2.377673  -2.390202
C  0.013392  -1.099077  3.707298
O  -0.192948  0.048743  3.812508
N  0.917632  -1.597017  2.878888
N  -0.648908  -1.992037  4.404228
H  1.144792  -0.991967  2.102738
H  1.075172  -2.592887  2.819568
H  -0.419518  -2.957377  4.215578
H  -1.266168  -1.632857  5.118438
C  -2.123378  1.858813  0.775968
O  -1.063488  2.172463  0.302178
N  -2.309258  1.020533  1.732688
N  -3.220738  2.147563  0.159878
H  -1.515518  0.641093  2.228778
H  -3.251168  0.882253  2.070028
H  -4.099108  1.763633  0.477938
H  -3.147908  2.726553  -0.664472
C  4.113662  -2.052037  0.258548
O  4.433582  -1.123427  -0.462852
N  2.931652  -2.488997  0.548358
N  5.010702  -2.851117  0.696788
H  2.787202  -3.182367  1.268408
H  2.118142  -1.934557  0.322758
H  5.961282  -2.571327  0.501318
H  4.774832  -3.781607  1.010888
C  1.370272  2.827843  2.769898
O  0.941732  2.187133  1.850878
N  1.211022  2.515813  3.999688
N  1.854772  4.043273  2.690548
H  0.767912  1.608353  4.016008
H  1.416712  3.144783  4.762698
H  1.893112  4.463473  1.772908
H  1.755212  4.584933  3.537188
C  -0.864848  -3.128997  -0.705042
O  -0.509968  -2.768897  -1.813512
N  -1.534448  -4.272217  -0.379992
N  -0.697608  -2.457647  0.378928
H  -1.895248  -4.794897  -1.165312
H  -1.876778  -4.394777  0.562288
H  -0.785768  -2.825497  1.315418
H  -0.316748  -1.523507  0.329558

Atomic forces in eV per Å
V -5.00 -4.28 3.40
F 0.67 3.64 -1.55
C 0.28 -0.95 0.12
C -2.37 -1.52 0.52
C -1.97 0.67 -0.01
O 1.23 -0.22 1.02
C 0.11 0.35 -0.70
N 2.51 -0.05 -0.11
H 0.39 0.01 0.06
H 0.62 -0.13 -0.33
H 0.50 0.92 -0.60
H 0.06 0.02 0.75
H 0.55 -0.44 -0.08
H 0.02 0.27 -0.19
H 0.11 -0.12 -0.19
H -0.25 -0.10 0.34
H 0.07 -0.11 -0.05
H 0.43 0.67 -0.47
H -0.32 0.72 0.66
C 0.70 -3.74 -0.09
O -1.19 6.43 0.16
N 1.48 -0.57 -1.50
N -0.95 -1.54 0.92
H 0.42 -0.28 0.02
H 0.11 0.38 -0.16
H -0.66 0.05 0.88
H 0.07 -0.68 0.04
C -1.99 -2.08 -0.06
O 5.93 2.08 -2.33
N 0.49 -1.84 3.13
N -2.67 1.99 -1.98
H -0.04 0.00 0.49
H 0.45 -0.27 0.27
H 0.02 0.44 -0.44
H -0.54 -0.07 0.24
C 1.15 1.34 -2.24
O -0.94 2.03 -0.39
N -5.51 -0.26 0.94
N 4.29 -2.75 2.00
H 0.23 0.19 -0.29
H 0.22 -0.15 -0.27
H -0.06 -0.54 0.09
H 0.54 0.26 -0.03
C 0.96 4.45 3.14
O -0.29 -3.26 -6.23
N -0.90 -2.87 1.82
N 1.18 2.26 -1.94
H -0.39 -0.62 1.56
H -0.07 -0.70 0.00
H 0.09 0.57 0.55
H 0.47 0.57 -0.71
C -1.16 -2.41 -1.80
O -0.11 0.05 -0.35
N -0.13 -1.03 -1.43
N 1.53 4.07 4.18
H -0.03 -0.29 0.48
H -0.22 -0.21 -0.64
H -0.23 -0.04 -0.49
H 0.11 -0.28 -0.10


No. 3
Below is a structure of composition C9H32FeN16O11 at a distorted geometry, with properties calculated with ωB97M-V with the def2-TZVPD basis set.

Summary:
Total charge   0
E   -3330.06730 Ha
Multiplicity   5
Orbital gap (spin up / spin down)   8.7 / 8.5 eV
E_HOMO (spin up / spin down)   -8.9974 / -8.9971 eV
⟨S²⟩   6.006
Largest force on an atom   1.8 eV/Å

Cartesian coordinates (Å):
Fe  0.547610  2.013089  -1.647371
C  0.326670  -0.106193  -0.062155
O  -0.588786  0.791840  -0.044146
O  0.299789  -1.130735  0.666416
O  1.288778  0.145033  -0.904075
C  -0.235726  -2.996687  -2.689134
O  -0.564526  -3.777094  -3.572777
N  -0.743687  -2.983116  -1.426230
N  0.694782  -2.010012  -2.947302
H  -0.389956  -2.280347  -0.794092
H  -1.463528  -3.617069  -1.140095
H  1.029382  -1.403381  -2.212774
H  1.229683  -2.249728  -3.761702
C  -0.209394  1.103644  4.004871
O  0.997022  1.199742  3.846668
N  -0.859133  1.479544  5.159547
N  -1.060037  0.657979  3.046478
H  -0.301096  1.816618  5.919931
H  -1.851443  1.364405  5.231346
H  -2.051584  0.611900  3.197211
H  -0.744441  0.466756  2.109023
C  -0.860558  -2.881350  3.479637
O  -1.402540  -3.478995  4.398968
N  -1.235039  -2.997777  2.170543
N  0.159821  -1.998969  3.699147
H  -2.067423  -3.527733  2.001178
H  -0.637927  -2.578562  1.471014
H  0.431408  -1.388066  2.945804
H  0.484426  -1.860227  4.634977
C  -1.754831  0.357131  -3.281872
O  -0.947146  1.170779  -2.825255
N  -1.633886  -0.200114  -4.509036
N  -2.824329  -0.058905  -2.545293
H  -0.923335  0.160334  -5.118288
H  -2.394025  -0.755509  -4.854364
H  -3.548092  -0.544612  -3.039932
H  -2.812648  0.103706  -1.553008
C  -3.979728  1.012478  0.717148
O  -5.150929  1.224448  0.970290
N  -3.409363  -0.248197  0.751367
N  -3.109356  1.993731  0.290846
H  -2.405663  -0.345498  0.829438
H  -3.983419  -0.906797  1.253135
H  -3.540866  2.761629  -0.190802
H  -2.186269  1.675229  0.026642
C  -0.348543  3.981000  0.416371
O  -0.490252  3.519539  -0.734844
N  -0.041646  3.169643  1.436118
N  -0.365181  5.316390  0.657695
H  -0.069510  2.187682  1.182500
H  0.103186  3.408889  2.400618
H  -0.791758  5.887244  -0.051742
H  -0.340251  5.657714  1.601418
C  3.914106  -2.473555  0.483783
O  4.927392  -3.129428  0.326637
N  2.651719  -2.973773  0.449174
N  3.940497  -1.119012  0.725909
H  2.449139  -3.953643  0.481740
H  1.876437  -2.323545  0.464314
H  3.088980  -0.588051  0.802369
H  4.816995  -0.645315  0.819983
C  3.171800  1.208812  -3.108560
O  2.033547  1.714705  -3.041114
N  4.049348  1.626618  -4.062385
N  3.607844  0.254524  -2.270296
H  3.746306  2.355792  -4.680565
H  5.006194  1.329389  -4.034305
H  4.529630  -0.126508  -2.373146
H  2.915360  -0.069456  -1.593592

Atomic forces in eV per Å
Fe -0.66 -1.54 0.11
C 0.36 0.00 -0.09
O -0.24 0.38 0.52
O 0.20 0.20 -0.28
O 0.22 0.04 0.15
C 0.00 0.03 -0.45
O -0.15 -0.11 0.30
N 0.28 0.42 -0.10
N -0.59 -0.48 0.11
H -0.20 -0.28 0.35
H -0.02 -0.08 -0.18
H 0.33 -0.02 -0.17
H 0.31 0.39 0.06
C -0.70 0.15 0.15
O 0.16 0.11 -0.07
N 0.46 -0.06 -0.43
N -0.33 0.16 -0.28
H -0.11 -0.07 0.13
H 0.02 0.05 0.33
H 0.00 -0.01 0.03
H 0.18 -0.18 0.08
C 0.03 0.25 0.85
O -0.18 -0.14 -0.18
N 0.21 0.14 0.32
N 0.01 -0.38 -0.70
H 0.14 -0.16 -0.26
H -0.51 -0.08 -0.16
H 0.28 0.03 0.27
H 0.00 0.03 0.04
C -0.58 -0.50 0.65
O 0.52 0.40 -0.39
N -0.19 0.58 0.36
N 0.79 0.40 -1.04
H -0.06 -0.09 -0.11
H 0.27 -0.19 -0.29
H -0.23 -0.27 0.61
H -0.36 -0.06 0.05
C 0.12 0.47 -0.45
O 0.10 -0.21 0.01
N -0.36 0.01 0.29
N -0.21 -0.43 0.32
H 0.00 -0.03 -0.04
H 0.19 -0.16 0.03
H 0.08 0.11 0.05
H -0.01 0.32 -0.24
C 1.05 0.13 1.41
O 0.04 0.38 -0.92
N -0.06 -0.28 -0.58
N -0.37 -0.25 -0.45
H -0.04 -0.07 0.19
H -0.04 0.24 -0.04
H 0.09 0.11 0.04
H -0.13 0.02 0.01
C 0.04 -0.17 0.15
O 0.22 -0.08 0.07
N -0.47 0.42 -0.15
N -0.20 0.29 -0.25
H 0.37 -0.10 -0.16
H -0.15 -0.18 0.21
H 0.05 -0.03 0.14
H 0.11 -0.15 -0.02
C 0.97 -0.27 0.15
O -0.28 0.62 -0.07
N -0.55 -0.08 0.26
N -0.63 0.64 -0.42
H 0.15 0.05 -0.02
H 0.02 0.07 -0.20
H -0.09 -0.25 0.22
H 0.35 -0.22 0.19


No. 4
Below is a structure of composition C9H32O11Ti at a distorted geometry, with properties calculated with ωB97M-V with the def2-TZVPD basis set.

Summary:
Total charge   -1
E   -2039.14799 Ha
Multiplicity   4
Orbital gap (spin up / spin down)   6.3 / 8.9 eV
E_HOMO (spin up / spin down)   -4.0149 / -6.8102 eV
⟨S²⟩   3.752
Largest force on an atom   2.0 eV/Å

Cartesian coordinates (Å):
Ti  -2.151592  -2.541152  -0.301341
C  -0.310448  -0.540064  -0.073269
O  0.910824  -0.234297  -0.176660
O  -0.772760  -1.107582  0.976573
O  -1.153586  -0.401960  -1.027883
C  2.356033  2.496326  -1.992049
O  2.607067  1.890673  -0.723400
H  2.892322  1.991455  -2.800073
H  1.276671  2.594832  -2.111114
H  2.796741  3.496576  -1.944949
H  1.976172  1.150826  -0.634814
C  -0.077998  0.296885  -4.385724
O  -0.821161  -0.684677  -3.724072
H  0.521719  -0.134983  -5.191854
H  -0.761382  1.022479  -4.843684
H  0.608905  0.848029  -3.739017
H  -0.918144  -0.486623  -2.778282
C  2.407410  -1.993921  -2.721973
O  2.261151  -2.332395  -1.353646
H  2.324256  -0.905259  -2.812807
H  3.418777  -2.244350  -3.045623
H  1.673800  -2.434950  -3.399844
H  1.650923  -1.680100  -0.957628
C  3.348168  -0.955135  1.816037
O  2.152124  -1.696577  2.020338
H  3.799111  -1.187692  0.847833
H  3.137992  0.120640  1.753860
H  4.072987  -1.040719  2.625042
H  1.561334  -1.302814  1.351767
C  0.230345  1.049461  3.309811
O  -1.162558  1.036005  2.993674
H  0.409965  1.404369  4.321679
H  0.676543  0.058566  3.191594
H  0.744753  1.681848  2.578903
H  -1.255008  0.453030  2.229164
C  -4.039388  0.029700  0.752998
O  -3.936946  0.136798  -0.649935
H  -3.507992  -0.863309  1.097247
H  -3.624330  0.934096  1.216110
H  -5.082166  0.034880  1.070335
H  -2.992613  0.154332  -0.880926
C  -1.421173  3.118748  -0.646660
O  -1.241427  2.307781  -1.800429
H  -2.257220  3.800498  -0.799292
H  -1.643522  2.484405  0.215640
H  -0.521561  3.687694  -0.403227
H  -1.140419  1.380932  -1.531572
C  -1.458487  -2.625771  4.154927
O  -2.134788  -2.229530  2.987614
H  -1.184979  -1.761469  4.764578
H  -2.137068  -3.240464  4.755386
H  -0.611958  -3.295422  3.976118
H  -1.495414  -1.740651  2.444501

Atomic forces in eV per Å
Ti 0.96 1.75 0.45
C 1.53 0.11 0.01
O -0.65 0.08 0.10
O -0.94 -1.37 0.58
O -1.26 -0.42 -1.12
C 0.41 0.36 1.10
O -0.05 -0.10 -0.40
H -0.42 -0.29 -0.17
H 0.03 -0.08 -0.63
H -0.14 0.07 -0.01
H 0.18 0.08 0.15
C -0.10 0.63 -0.24
O -0.04 -0.67 -0.07
H -0.08 -0.25 0.08
H 0.14 0.14 -0.01
H -0.06 -0.06 0.15
H 0.23 0.11 -0.04
C 0.25 0.88 0.35
O -0.29 -0.35 -0.27
H -0.05 0.02 -0.24
H -0.02 -0.25 0.00
H -0.10 -0.23 0.16
H 0.40 -0.08 -0.09
C -0.15 0.83 -0.45
O 0.42 0.37 0.02
H 0.21 -0.31 0.11
H -0.16 0.01 0.07
H -0.16 -0.60 0.10
H -0.16 -0.26 0.20
C 0.12 -0.21 -0.96
O 0.07 0.04 0.41
H -0.28 0.12 0.03
H -0.07 -0.09 0.20
H 0.19 0.20 0.25
H 0.01 -0.08 0.03
C 0.34 0.84 0.02
O -0.30 -0.30 -0.41
H -0.21 0.07 0.55
H 0.31 -0.29 0.22
H -0.06 -0.46 -0.31
H -0.07 0.11 0.07
C 0.03 -0.69 0.07
O 0.03 0.35 -0.10
H -0.02 0.05 -0.06
H -0.08 0.14 0.15
H 0.08 0.06 -0.11
H 0.04 0.12 0.02
C -0.42 -0.57 0.64
O 0.09 -0.13 -0.28
H 0.28 -0.03 -0.06
H -0.20 0.20 -0.06
H 0.28 0.39 -0.23
H -0.09 0.03 0.03


For the records above, the corresponding ΔE to the lowest compared entry with this formula, charge and spin values read 124.2; 141.7; 0.0; 0.0 kcal per mole.